C3H11N3 | the ωB97M-V functional and the def2-TZVPD basis

Summary:
HOMO energy   -9.0764 eV
LUMO energy   1.16 eV

Structure (XYZ):
```
17
C3H11N3, DFT the ωB97M-V functional and the def2-TZVPD basis
C -0.518 0.842 1.840
C 0.593 0.079 -0.030
C -0.690 -1.523 -1.423
H -1.358 1.458 2.169
H 0.299 1.410 2.219
H -0.494 -0.104 2.431
H -1.383 0.290 0.190
H 0.769 -0.851 0.541
H 1.541 1.824 -0.259
H 2.514 0.444 -0.428
H -0.183 0.352 -1.896
H -0.017 -2.286 -1.093
H -0.924 -1.814 -2.474
H -1.605 -1.483 -0.849
N -0.579 0.841 0.384
N 1.792 0.892 0.093
N 0.244 -0.369 -1.414
```

Löwdin population analysis, charges in e, atoms 1 to 5: atom 1 (C): -0.15, atom 2 (C): -0.50, atom 3 (C): -0.13, atom 4 (H): 0.07, atom 5 (H): 0.06